No. 1
Entry from OMol25: 2 unconnected molecules or ions with the total composition H4S2Si (wB97M-V/def2-TZVPD).

CARTESIAN COORDINATES (ANGSTROEM)
Si1 -0.0569 -0.1455 -0.4172
S1 1.4684 1.1954 0.2401
S2 -1.9785 0.6908 -0.0438
H1 0.0587 -0.5268 -1.8054
H2 -0.2253 -2.6820 0.9722
H3 2.4846 0.4383 -0.1603
H4 -1.7509 1.0298 1.2145

The calculation puts the HOMO-LUMO gap (spin up / spin down) at 0.333 / 0.262 hartree. The LUMO energy (spin up / spin down) is -0.83 / -0.61 eV. As for the total charge: 0. The value obtained for the largest force on an atom is 0.0334 Eh/bohr. Its energy above the lowest of the compared OMol25 structures with the same formula, charge and spin is 77.4 kcal per mole.

---

No. 2
Entry from OMol25: C3H8N2O in the gas phase (wB97M-V/def2-TZVPD).

CARTESIAN COORDINATES (ANGSTROEM)
C1 -1.3192 -1.0468 0.2051
N1 -0.2423 -0.0779 0.2048
C2 -0.6289 1.2526 -0.2195
C3 1.0137 -0.5844 -0.0603
N2 2.0431 0.3533 -0.0737
O1 1.2230 -1.7677 -0.2667
H1 -0.9767 -1.9638 0.6819
H2 -2.1640 -0.6361 0.7660
H3 -1.6565 -1.2937 -0.8115
H4 -0.9840 1.2565 -1.2607
H5 -1.4422 1.6117 0.4177
H6 0.1988 1.9583 -0.1486
H7 2.9364 -0.1186 -0.0872
H8 1.9989 1.0566 0.6528

Its SMILES is CN(C)C(N)=O. The calculation puts the HOMO-LUMO gap at 0.374 hartree. The LUMO energy is 0.90 eV. As for the total charge: 0. The value obtained for the largest force on an atom is 0.0052 Eh/bohr. Its energy above the lowest of the compared OMol25 structures with the same formula, charge and spin is 6.9 kcal per mole.

---

No. 3
Entry from OMol25: C16H20IN3O2 in the gas phase (wB97M-V/def2-TZVPD).

CARTESIAN COORDINATES (ANGSTROEM)
C1 0.6006 -3.9677 -0.1135
C2 0.1553 -3.0652 -1.3194
C3 -1.3236 -2.8248 -1.1924
C4 0.4540 -3.6966 -2.6845
N1 0.7137 -1.6074 -1.1829
C5 0.5588 -0.8111 -0.0269
C6 1.9345 -0.4025 0.3789
O1 2.5649 0.3445 -0.6833
C7 1.8762 0.3007 1.7485
O2 0.8196 1.1186 2.0033
C8 0.5258 2.1882 1.2244
C9 1.5235 3.0615 0.6534
C10 1.1410 4.2320 0.0045
C11 -0.2312 4.5182 -0.1432
C12 -1.1738 3.7036 0.4381
N2 -2.6067 3.7476 0.5437
C13 -3.1240 2.5973 1.2143
C14 -4.5384 2.2133 1.2729
N3 -5.6622 1.9061 1.3531
C15 -1.9732 1.9091 1.5734
I1 -2.1739 -0.1905 2.5047
C16 -0.7673 2.5888 1.1509
H1 1.6840 -4.2104 -0.2526
H2 0.0340 -4.9395 -0.1534
H3 0.3957 -3.6434 0.9194
H4 -1.6000 -2.3776 -0.2585
H5 -1.7290 -2.3375 -2.0178
H6 -1.7379 -3.8571 -1.1867
H7 0.0172 -3.0903 -3.5298
H8 0.1143 -4.7528 -2.6619
H9 1.6041 -3.6793 -2.7582
H10 1.6741 -1.4938 -1.6241
H11 -0.0970 0.0225 -0.2366
H12 0.0779 -1.4309 0.7067
H13 2.5037 -1.3480 0.5892
H14 2.3194 1.2495 -0.5508
H15 2.8689 0.8166 1.9151
H16 1.9288 -0.5537 2.4675
H17 2.6144 2.9842 0.8847
H18 1.8156 4.9323 -0.4299
H19 -0.5642 5.4273 -0.5539
H20 -3.2178 4.4179 0.0134

Its SMILES is CC(C)(C)NC[C@@H](O)COc1cccc2[nH]c(C#N)c(I)c12. The calculation puts the HOMO-LUMO gap at 0.285 hartree. The LUMO energy is -0.27 eV. As for the total charge: 0. The value obtained for the largest force on an atom is 0.0988 Eh/bohr.

---

No. 4
Entry from OMol25: 3 unconnected molecules or ions with the total composition C5H13NO (wB97M-V/def2-TZVPD).

CARTESIAN COORDINATES (ANGSTROEM)
C1 -1.0941 -0.6578 1.1401
C2 0.3504 -0.1927 0.9004
N1 0.5113 1.1667 1.2242
C3 1.9440 1.5401 1.1239
C4 -1.3063 1.0888 -1.5971
C5 -0.8832 -0.1192 -1.8865
O1 -0.1773 -2.6614 -0.9595
H1 -1.2165 -1.6799 0.7179
H2 -1.9493 -0.0795 0.4753
H3 -1.2528 -0.7552 2.1988
H4 0.6639 -0.4179 -0.1668
H5 1.0207 -0.9654 1.3237
H6 2.4119 1.8960 2.1791
H7 2.6536 0.8284 0.6528
H8 2.0494 2.6140 0.7411
H9 -1.4014 1.9025 -2.2936
H10 -1.1216 1.3759 -0.5628
H11 -1.1572 -1.0456 -1.3982
H12 -0.3646 -0.3389 -2.8050
H13 0.3193 -3.4988 -1.0076

The calculation puts the HOMO-LUMO gap at 0.150 hartree. The LUMO energy is -3.70 eV. As for the total charge: 0. The value obtained for the largest force on an atom is 0.0775 Eh/bohr. Its energy above the lowest of the compared OMol25 structures with the same formula, charge and spin is 231.4 kcal per mole.

---

No. 5
Entry from OMol25: a molecular structure, C5H6S3 (wB97M-V/def2-TZVPD).

CARTESIAN COORDINATES (ANGSTROEM)
C1 -1.5666 -0.5770 -0.0437
C2 -1.6247 -0.2389 -1.3786
C3 -1.1053 0.3296 0.9625
C4 1.8697 -0.0774 0.1100
C5 -0.1685 1.2901 1.0018
S1 1.3306 -1.4760 0.7277
S2 3.4438 -0.0631 -0.6349
S3 1.1552 1.4772 -0.1276
H1 -1.9853 -1.4511 0.2860
H2 -2.1270 -0.6362 -2.1502
H3 -1.8085 0.2336 1.7987
H4 -0.0960 2.0146 1.7424
H5 3.7321 -1.3234 -0.5078
H6 -1.0495 0.4979 -1.7863

The calculation puts the HOMO-LUMO gap at 0.306 hartree. The LUMO energy is -0.16 eV. As for the total charge: 0. The value obtained for the largest force on an atom is 0.0991 Eh/bohr. Its energy above the lowest of the compared OMol25 structures with the same formula, charge and spin is 59.9 kcal per mole.

---

No. 6
Entry from OMol25: 7 unconnected molecules or ions with the total composition CH16O7 (wB97M-V/def2-TZVPD).

CARTESIAN COORDINATES (ANGSTROEM)
O1 -0.8202 0.4308 -0.4880
H1 -0.2052 0.5988 0.2930
H2 -1.5072 0.1188 0.0290
H3 -0.5762 -0.2362 -1.1050
C1 1.2688 1.1978 1.5040
O2 0.9538 -0.1842 1.3800
H4 1.6388 1.6208 0.6910
H5 1.9958 1.1598 2.2010
H6 0.1678 1.5768 1.6960
O3 2.2888 -1.3682 -0.6760
H7 2.0598 -0.9762 0.0850
H8 3.2768 -1.0152 -0.6560
O4 -3.0202 -1.0402 0.3300
H9 -2.8712 -1.7212 -0.1680
H10 -3.9562 -0.6752 0.4400
O5 -0.0352 -1.7282 -1.9520
H11 -0.1302 -2.6692 -2.0830
H12 0.8358 -1.8282 -1.5780
O6 0.5028 1.4958 -3.1910
H13 1.3258 1.8768 -2.7210
H14 -0.2512 2.2298 -3.1280
O7 -1.2152 0.1678 2.9710
H15 -0.4122 0.1058 2.5290
H16 -1.3142 0.8628 3.5960

The calculation puts the HOMO-LUMO gap at 0.302 hartree. The LUMO energy is 0.27 eV. As for the total charge: 0. The value obtained for the largest force on an atom is 0.1895 Eh/bohr. Its energy above the lowest of the compared OMol25 structures with the same formula, charge and spin is 119.2 kcal per mole.

---

- total charge of number 5 (C5H6S3)?
  0